(1)
DFT (wB97M-V/def2-TZVPD) results for the ion C3H2FO3 with charge -1.

```
! wB97M-V def2-TZVPD RIJCOSX def2/J DEFGRID3
* xyz -1 1
F 0.99615 -0.63953 2.03473
O 0.36084 0.54108 0.10565
O 3.66780 -0.73474 0.96056
O 2.57456 -0.95445 -0.96905
C 2.71371 -0.70257 0.22023
C 1.14992 1.53472 0.74792
C 1.39866 -0.07831 0.88162
H 1.89408 1.92050 -0.01066
H 0.61114 1.98451 1.55044
*
```

Output
- E: -12003.134 eV
- LUMO energy: 4.168 eV
- ΔE to the lowest compared entry with this formula, charge and spin: 232.09 kJ/mol
- Kohn-Sham gap: 8.564 eV
- Highest occupied orbital energy: -4.40 eV

(2)
DFT (wB97M-V/def2-TZVPD) results for a structure of composition C5H7NO.

```
! wB97M-V def2-TZVPD RIJCOSX def2/J DEFGRID3
* xyz 0 1
O 1.20965 -0.79112 2.53313
N -0.99248 -0.11997 -0.29232
C 0.76632 -0.33700 1.50457
C -0.06965 -0.85960 -1.11734
C -0.72235 -0.32709 1.14520
C 0.63030 0.18408 -1.57658
C -0.33356 1.10733 -0.85497
H 0.00168 1.82742 -0.09653
H -0.03898 -1.94412 -1.18114
H -1.00295 1.60404 -1.56377
H -1.20616 0.46700 1.72691
H 1.40486 0.04944 0.68556
H -1.19895 -1.25969 1.46984
H 1.51566 0.33853 -2.18061
*
```

Output
- E: -8833.204 eV
- LUMO energy: 0.992 eV
- ΔE to the lowest compared entry with this formula, charge and spin: 289.34 kJ/mol
- Kohn-Sham gap: 9.530 eV
- Highest occupied orbital energy: -8.54 eV

(3)
DFT (wB97M-V/def2-TZVPD) results for an isolated molecule of C7H9N5.

```
! wB97M-V def2-TZVPD RIJCOSX def2/J DEFGRID3
* xyz 0 1
N -1.77892 -1.25180 1.96010
N 1.31524 1.39688 -1.15886
N -0.08866 2.58652 -2.38670
N -1.00231 -0.78531 2.65408
N 0.07083 1.07709 -0.82457
C -0.28523 0.03381 0.11152
C -1.37467 -0.72760 -0.18012
C -2.03085 -1.67178 0.76685
C 1.13657 2.34152 -2.08922
C -0.81011 1.85944 -1.52462
C 1.53052 -1.50445 0.84738
C 0.78799 -0.21411 1.09400
H -1.95361 -0.49416 -1.19404
H -1.83040 1.71829 -1.62733
H 2.39212 -1.55105 1.49123
H 1.55172 0.58337 1.01055
H 2.11106 -1.35723 -0.13930
H -2.84915 -2.10120 0.44979
H 0.29525 -0.34134 2.16541
H 0.90006 -2.36360 1.12118
H 1.91257 2.76672 -2.54734
*
```

Output
- E: -14850.447 eV
- LUMO energy (spin up / spin down): 0.012 / 0.013 eV
- ΔE to the lowest compared entry with this formula, charge and spin: 488.67 kJ/mol
- Kohn-Sham gap (spin up / spin down): 8.462 / 8.462 eV
- Highest occupied orbital energy (spin up / spin down): -8.45 / -8.45 eV

(4)
DFT (wB97M-V/def2-TZVPD) results for a structure of composition C20H27MgN2O3PS.

```
! wB97M-V def2-TZVPD RIJCOSX def2/J DEFGRID3
* xyz 0 1
S -0.88273 -1.74082 1.09999
P 0.23813 0.25103 -2.46027
Mg 0.70395 0.74144 0.13153
O -0.00407 -2.77297 1.57855
O -1.20564 -1.70490 -0.31858
O -0.64753 1.27192 3.29993
N -0.39525 -0.23942 1.58404
N 2.35673 1.73934 0.80045
C 2.68299 1.03292 2.08733
C -3.45750 -2.43091 1.92563
C -3.47704 -0.15680 3.60545
C -1.06780 0.28521 2.68188
C 3.50178 1.68537 -0.17209
C -2.32090 -0.48966 2.87960
C 2.01252 -0.90527 -0.43605
C -4.62538 -2.07325 2.60870
C -4.63052 -0.93104 3.43209
C 3.17722 -2.44819 -1.91542
C 2.96878 -0.48228 1.92540
C 4.15095 -2.65599 -0.94488
C -2.34585 -1.61221 2.07107
C 4.01154 -2.04658 0.30027
C 1.09122 -1.35977 -2.73810
C 2.10822 -1.56899 -1.65418
C 2.95365 -1.13950 0.56131
C -1.14780 -0.01983 -3.61196
C 1.32023 1.31290 -3.49428
C 1.95550 3.16137 1.02533
H -0.78061 -0.25752 -4.62086
H 1.69103 3.33545 2.07516
H 2.36926 1.26056 -3.18123
H 3.22832 -2.92633 -2.89580
H 3.97825 -0.60290 2.35158
H 1.83334 1.19021 2.77000
H 5.00819 -3.30021 -1.14953
H -1.13849 1.63533 -0.54270
H -1.76116 0.88925 -3.64166
H -5.52512 -2.67493 2.48922
H 1.08169 3.40537 0.39306
H 1.54764 -1.38247 -3.73790
H 3.16332 1.26071 -1.12837
H 3.86243 2.70636 -0.36650
H 2.25701 -1.00598 2.58592
H 0.98313 2.35030 -3.37351
H 4.31731 1.06609 0.22383
H 3.57076 1.51364 2.53615
H -3.39739 -3.30039 1.27507
H 2.77110 3.82894 0.71864
H -1.13099 1.99995 0.16990
H 0.30365 -2.12975 -2.70054
H 4.73228 -2.24477 1.09698
H -1.74773 -0.85477 -3.22602
H -5.55710 -0.64914 3.92894
H 1.24193 1.03312 -4.55247
H -3.45417 0.70829 4.26610
*
```

Output
- E: -55869.235 eV
- LUMO energy: 0.243 eV
- ΔE to the lowest compared entry with this formula, charge and spin: 12.19 kJ/mol
- Kohn-Sham gap: 7.604 eV
- Highest occupied orbital energy: -7.36 eV

(5)
DFT (wB97M-V/def2-TZVPD) results for a cluster of 5 separate species, C20H26Br2N5O2P in total.

```
! wB97M-V def2-TZVPD RIJCOSX def2/J DEFGRID3
* xyz 0 1
Br 0.44449 4.06667 -1.18153
Br -1.13103 0.32418 0.47891
P -1.19835 2.13739 1.77241
O -2.00594 3.16072 0.77998
O 1.42844 0.87093 2.85266
N 2.85887 2.23653 1.64796
N 3.95995 -0.77720 1.08851
N -3.23610 4.11013 4.46934
N -2.55648 -2.80554 -5.17304
N 1.59909 -2.89585 -1.25234
C 1.21466 2.91848 0.14415
C 0.27672 -2.58814 -1.45378
C 6.12125 -0.79538 0.61984
C 0.52693 2.72198 1.50482
C 4.87320 -0.83909 0.06280
C -3.87353 -2.50312 -5.38449
C 4.61427 -0.69798 2.29179
C 1.60174 1.82315 2.13274
C -3.37516 -4.43009 -6.43203
C 5.95656 -0.70644 2.03113
C -5.30401 3.32592 4.52484
C 1.90511 -4.06890 -1.88712
C -3.32583 3.34102 5.59641
C -0.26385 -3.58300 -2.22599
C 0.76904 -4.51889 -2.50173
C -4.41094 -3.49357 -6.16348
C -4.59886 2.84113 5.65965
C -2.24412 -3.97580 -5.80739
C -4.43708 4.10749 3.80944
C 2.60962 3.29391 0.64320
H 3.30182 1.39698 1.28350
H 2.53843 4.23960 1.19568
H -1.24826 -4.38248 -5.75951
H -3.45270 -5.33206 -7.01584
H -2.48136 3.21146 6.25105
H -4.57736 4.66059 2.89524
H -2.56548 3.74120 1.31192
H 0.68368 -5.42226 -3.08257
H 2.24352 -2.35016 -0.70941
H -1.28942 -3.63832 -2.55393
H -2.41524 4.60696 4.17731
H -0.15867 -1.69631 -1.02920
H -5.43223 -3.54274 -6.50262
H 3.39474 3.38517 -0.10729
H 1.31191 1.91940 -0.29745
H -1.91348 -2.25662 -4.63123
H 2.89816 -4.48183 -1.84487
H 4.55663 -0.91030 -0.96438
H 2.95851 -0.78855 0.98668
H 0.58167 3.66350 2.08360
H 7.05176 -0.82574 0.07799
H -4.98328 2.19679 6.43230
H 6.73857 -0.65394 2.76986
H -6.32989 3.12483 4.26560
H 4.06576 -0.63835 3.21597
H -4.31497 -1.61504 -4.96567
*
```

Output
- E: -182081.138 eV
- LUMO energy: 0.064 eV
- Kohn-Sham gap: 8.222 eV
- Highest occupied orbital energy: -8.16 eV

(6)
DFT (wB97M-V/def2-TZVPD) results for a structure of composition C20H46LaO4P4.

```
! wB97M-V def2-TZVPD RIJCOSX def2/J DEFGRID3
* xyz 3 1
La -0.73106 0.30247 1.69222
P 1.49041 1.81964 0.31227
P -1.69077 0.32964 -1.09206
P -1.50100 -2.80554 1.00044
P -3.53169 0.12521 2.48835
O -2.28407 -0.35201 3.55241
O 0.26840 1.19526 3.34504
O 1.44551 1.20435 -5.12177
O -4.67462 0.73979 3.42859
C -1.42820 -3.68761 -0.61371
C 3.00855 1.76215 1.31084
C 5.21754 -0.36130 -5.61911
C -3.41813 -0.27588 -1.18631
C 2.74050 0.89872 -5.49920
C -0.67840 -4.03958 2.06809
C -1.89833 2.11488 -1.46312
C 0.88820 3.51894 0.67434
C 3.14065 0.30630 -6.72313
C 2.30860 -1.99309 0.93431
C 2.15007 1.96722 -1.39265
C -2.42737 -0.57341 5.00112
C 4.38228 -0.34245 -6.75019
C -4.71398 2.11084 3.89291
C 3.65250 1.05465 -4.44785
C -0.94488 -0.32332 -2.60471
C 4.84780 0.35167 -4.45997
C 0.33432 1.69127 4.66951
C 2.42698 -1.91480 2.27192
C -3.26178 -3.11750 1.45391
H 4.71270 -0.85748 -7.65640
H -0.86039 -3.78957 3.11813
H -3.44793 -0.90289 5.20771
H -3.53799 -4.13507 1.13754
H -5.78532 2.36809 3.90701
H -0.00742 3.75514 0.08697
H -2.15151 0.33615 5.54366
H -3.38470 -3.01427 2.54116
H -1.76079 -4.72824 -0.46442
H -2.07475 -3.17855 -1.34606
H 6.16286 -0.92117 -5.64058
H 0.36075 0.83993 5.35834
H -4.16326 2.78722 3.21497
H 1.67256 4.25277 0.44563
H -0.85011 -1.41340 -2.51774
H 3.35422 1.65100 -3.59299
H -3.98478 0.03114 -0.29202
H -0.38586 -3.67271 -0.96800
H 0.40117 -4.02524 1.88654
H 2.59501 1.00265 -1.67662
H -0.93659 2.56795 -1.74339
H -2.30344 2.65041 -0.58909
H -0.56623 2.28638 4.88249
H -4.31037 2.16395 4.91265
H 0.81232 1.15420 -5.87396
H -3.43913 -1.37457 -1.25431
H 2.95195 -1.07638 2.75410
H -1.60538 -0.06488 -3.44160
H -3.91730 -2.38117 0.96776
H 3.69420 2.55579 0.98832
H 1.78228 -2.82054 0.44990
H 3.47352 0.77620 1.20935
H 1.99737 -2.68350 2.93203
H -2.61006 2.17743 -2.29759
H 1.35205 2.16927 -2.12247
H 2.50048 0.33324 -7.59131
H 2.74537 1.87538 2.36762
H 1.24290 2.28337 4.81356
H -1.72223 -1.38756 5.23871
H 0.04763 0.11821 -2.75533
H -3.85445 0.18164 -2.08680
H -1.09311 -5.03202 1.85278
H 5.48268 0.34573 -3.57242
H 2.76915 -1.25557 0.26942
H 0.60043 3.58981 1.73241
H 2.92350 2.75526 -1.45819
*
```

Output
- E: -67665.674 eV
- LUMO energy (spin up / spin down): -9.126 / -11.534 eV
- ΔE to the lowest compared entry with this formula, charge and spin: 0.00 kJ/mol
- Kohn-Sham gap (spin up / spin down): 7.280 / 4.472 eV
- Highest occupied orbital energy (spin up / spin down): -16.41 / -16.01 eV

(7)
DFT (wB97M-V/def2-TZVPD) results for a cluster of 2 separate species, C11H24NO2Si in total.

```
! wB97M-V def2-TZVPD RIJCOSX def2/J DEFGRID3
* xyz 1 1
Si -2.05990 0.08636 -2.18442
O -0.33307 0.18354 -1.97841
O 0.19039 -2.00598 -2.16567
N 1.13369 1.13536 3.41681
C -2.38429 0.04948 -4.00859
C 2.15096 2.18844 3.44682
C -0.23713 1.48076 3.79542
C 1.56026 -0.75206 -0.82408
C -2.55267 1.69077 -1.39657
C 1.96514 -2.12707 -0.57927
C -2.68954 -1.38038 -1.24238
C 1.44453 -0.08548 3.06706
C 2.04820 0.50983 -0.27966
C 0.47748 -0.79853 -1.70149
C 1.07022 -2.97274 -1.47496
H -2.18313 2.53453 -1.99261
H 2.95029 1.94596 4.15970
H 2.84014 0.34522 0.45545
H 0.66880 -0.85562 3.07787
H 1.65908 3.11806 3.74150
H -3.78351 -1.30415 -1.16289
H 1.24400 1.07091 0.21510
H -3.64249 1.77589 -1.31452
H -0.26168 2.55086 4.01219
H 2.61100 2.31026 2.45702
H -2.12489 1.77474 -0.38956
H 0.43532 -3.64879 -0.89664
H -0.93427 1.24924 2.97963
H -0.55583 0.91339 4.67957
H -1.90525 -0.81243 -4.49075
H 2.44236 1.16138 -1.07246
H 3.02888 -2.28567 -0.79908
H 1.62680 -3.52704 -2.23579
H 1.81731 -2.40616 0.47644
H -2.00879 0.96568 -4.48598
H 2.49067 -0.32898 2.85683
H -2.27925 -1.41432 -0.22530
H -3.46781 -0.01132 -4.18727
H -2.45203 -2.32392 -1.74908
*
```

Output
- E: -25252.689 eV
- LUMO energy: -5.032 eV
- ΔE to the lowest compared entry with this formula, charge and spin: 0.00 kJ/mol
- Kohn-Sham gap: 4.554 eV
- Highest occupied orbital energy: -9.59 eV

(8)
DFT (wB97M-V/def2-TZVPD) results for the ion C29H37N2O2 with charge +1.

```
! wB97M-V def2-TZVPD RIJCOSX def2/J DEFGRID3
* xyz 1 1
O -5.45271 -0.39046 -1.30883
O -3.44950 -0.27425 0.67951
N -1.34267 1.21560 1.28371
N 2.26841 -0.82992 0.36402
C 6.49342 -0.08254 -1.29681
C -0.43091 0.89509 2.40012
C 5.97538 1.89958 -0.06298
C -4.18658 -1.48046 0.83035
C 7.84372 0.18613 -1.16351
C 0.37425 0.68142 -0.38142
C 0.66721 -2.56845 -0.33949
C 3.66378 -0.44165 0.32867
C 0.64458 -3.29757 0.84491
C -0.43055 -2.63392 -1.18816
C -5.04092 0.82257 -0.86382
C -1.55824 -4.10355 0.33669
C 1.34551 0.22923 0.72405
C 4.08189 0.45241 -0.85643
C -0.57516 1.75014 0.13970
C -1.53691 -3.39717 -0.85320
C 1.88119 -1.74934 -0.69497
C -4.04376 0.84624 0.12906
C -4.03282 3.26388 0.06432
C -5.03512 3.24023 -0.88458
C 0.52234 -0.20309 1.95547
C -2.48884 2.07916 1.65893
C 5.54506 0.77278 -0.75095
C 7.32535 2.17089 0.07136
C -0.46161 -4.05611 1.18319
C -6.51040 -0.45720 -2.24359
C -5.53279 2.03428 -1.34175
C -3.54314 2.07246 0.58129
C 8.26291 1.31370 -0.47821
H -2.37716 -3.44750 -1.52967
H 2.72116 -2.43773 -0.82458
H -2.41790 -4.70294 0.59585
H 7.64588 3.05334 0.60492
H -0.03835 -1.10699 1.71538
H -5.17557 -1.28520 1.24531
H 4.26257 -1.35505 0.30724
H -6.23550 0.01108 -3.19230
H 0.11212 1.80134 2.67952
H -0.02754 2.63414 0.47674
H 8.57029 -0.48502 -1.59632
H -3.60603 -2.08280 1.52859
H -2.13302 3.09445 1.84271
H -1.27942 2.05074 -0.63937
H -2.91380 1.68244 2.58567
H 1.20658 -0.44671 2.76682
H 3.49688 1.37542 -0.84390
H -0.46504 -4.62145 2.10296
H 6.17086 -0.96212 -1.83603
H 3.89527 0.07451 1.26461
H 1.50515 -3.26245 1.49550
H -3.64063 4.20309 0.42026
H 5.24755 2.57536 0.36560
H 3.88220 -0.07241 -1.79208
H -5.43000 4.16210 -1.27889
H 1.94223 1.10036 1.02071
H -7.42027 0.00403 -1.85141
H -6.68523 -1.51940 -2.40406
H -6.30547 2.03896 -2.09184
H 1.71848 -1.24885 -1.66213
H 9.31624 1.52488 -0.37489
H -1.78819 0.32751 0.97989
H -0.41465 -2.10336 -2.13107
H 0.93159 1.08237 -1.22819
H -4.28298 -2.00879 -0.11673
H -1.02013 0.56327 3.25708
H -0.21056 -0.17078 -0.72855
*
```

Output
- E: -37742.713 eV
- LUMO energy: -2.007 eV
- ΔE to the lowest compared entry with this formula, charge and spin: 52.62 kJ/mol
- Kohn-Sham gap: 8.598 eV
- Highest occupied orbital energy: -10.61 eV

(9)
DFT (wB97M-V/def2-TZVPD) results for a cluster of 2 separate species, C4H11NO2 in total.

```
! wB97M-V def2-TZVPD RIJCOSX def2/J DEFGRID3
* xyz 0 1
O -3.76161 -2.56159 -2.02337
O -2.25723 2.21712 -0.14521
N 0.61753 0.38378 0.99646
C 1.60200 0.40447 -0.12024
C -1.17866 1.92514 0.29511
C 2.91867 0.01881 0.52652
C -0.80873 0.51261 0.77269
H -1.37475 0.33878 1.69023
H 0.79104 -0.45147 1.53759
H 3.33707 0.72152 1.27441
H 1.56256 1.43402 -0.47561
H -0.33427 2.62134 0.07631
H -1.09730 -0.16555 -0.04188
H -3.37292 -3.34813 -1.64374
H 3.01944 -0.98542 0.94349
H -4.60679 -2.87282 -2.39489
H 3.64645 0.02276 -0.30329
H 1.29752 -0.21536 -0.96456
*
```

Output
- E: -9910.263 eV
- LUMO energy: 0.821 eV
- ΔE to the lowest compared entry with this formula, charge and spin: 190.92 kJ/mol
- Kohn-Sham gap: 9.733 eV
- Highest occupied orbital energy: -8.91 eV

(10)
DFT (wB97M-V/def2-TZVPD) results for the ion C3H8NS2 with charge +1.

```
! wB97M-V def2-TZVPD RIJCOSX def2/J DEFGRID3
* xyz 1 1
S -2.01998 -0.13621 -2.23324
S 2.35762 0.20148 -0.56380
N -0.21328 0.74300 -0.49990
C 0.92614 0.47902 0.46557
C -0.73507 -0.57843 -1.02551
C 0.74010 0.51164 1.84710
H -0.03244 1.29150 -1.30851
H 3.27820 -0.19471 0.18502
H 1.65808 0.43406 2.42406
H -1.05341 1.14690 0.02622
H -1.21903 -1.10477 -0.21001
H -1.23817 0.17987 -3.33555
H 0.08491 -1.20848 -1.22241
H -0.22700 0.56469 2.26020
*
```

Output
- E: -26392.628 eV
- LUMO energy: -3.660 eV
- ΔE to the lowest compared entry with this formula, charge and spin: 160.42 kJ/mol
- Kohn-Sham gap: 9.878 eV
- Highest occupied orbital energy: -13.54 eV

(11)
DFT (wB97M-V/def2-TZVPD) results for an isolated molecule of CH6NOPS.

```
! wB97M-V def2-TZVPD RIJCOSX def2/J DEFGRID3
* xyz 0 1
S 0.20144 2.15884 -1.09322
P -0.05573 0.46334 -0.10516
O -1.56895 0.05787 0.30655
N 0.67935 0.49911 1.50492
C 0.30227 -1.27960 -1.05574
H 0.15073 1.16255 2.00360
H 1.62621 0.93928 1.41340
H 1.33384 -1.46743 -1.30686
H 0.22378 -1.82533 -0.14290
H -2.30876 0.72970 0.09270
H -0.58418 -1.43833 -1.61728
*
```

Output
- E: -24797.058 eV
- LUMO energy: 0.547 eV
- ΔE to the lowest compared entry with this formula, charge and spin: 47.00 kJ/mol
- Kohn-Sham gap: 9.277 eV
- Highest occupied orbital energy: -8.73 eV